Computed, not measured: a molecular structure, C26H35F18O13Zr, with the ωB97M-V functional and the def2-TZVPD basis.

```
93
Properties=species:S:1:pos:R:3:forces:R:3:lowdin_charge:R:1
Zr -5.01020 -0.72125 0.38143 6.5 0.4 -5.9 2.2704
C -0.73839 -0.96634 -0.37422 -0.9 0.8 -0.5 -0.0611
C -2.00474 -1.70818 -0.81033 2.4 -1.6 -0.1 -0.3013
O -3.18859 -0.99140 -0.78127 -5.6 0.8 3.9 -0.2811
H 0.17025 -1.56344 -0.40019 -0.3 -0.5 0.0 0.0762
H -0.89210 -0.61918 0.64840 0.3 0.3 -0.1 0.0769
H -0.57592 -0.16720 -1.09942 0.1 0.4 0.4 0.0800
H -1.99565 -2.58969 -0.15367 -0.8 -0.2 -0.1 0.1434
H -1.87688 -2.08166 -1.83280 -0.2 0.0 -0.1 0.1254
C 0.19377 -1.66810 -4.12354 -1.2 0.4 1.0 -0.0418
C 1.04640 -0.41127 -4.24074 0.4 0.3 -0.1 -0.2096
O 0.78132 0.20915 -5.48371 -1.0 1.8 -1.9 0.0089
C 1.21252 1.50802 -5.69277 0.6 -2.5 1.7 -0.3246
O 1.96581 2.02331 -4.93192 0.1 0.7 0.2 0.2099
C 0.73704 2.20166 -6.95531 -0.4 0.1 -1.3 -0.5564
F 0.35173 3.43310 -6.66081 -0.2 0.2 0.3 0.1922
F 1.73529 2.30314 -7.83731 -0.3 -0.5 0.3 0.1974
F -0.30318 1.56030 -7.50953 0.4 0.0 0.1 0.1681
H 0.16014 -1.88351 -3.04991 0.8 -0.8 0.0 0.0507
H 0.29716 -2.54114 -4.76222 1.0 0.1 0.1 0.0941
H -0.88329 -1.47553 -4.21833 0.0 0.8 -0.6 0.0594
H 2.13379 -0.50863 -4.19044 -0.1 -0.7 0.3 0.1408
H 0.78420 0.28911 -3.44033 -0.1 0.0 0.0 0.1155
C 1.48752 -2.80155 1.88584 0.2 0.5 -0.5 -0.0801
C 2.62830 -3.53720 2.59601 -1.2 1.0 -0.6 -0.1569
O 3.75445 -3.56987 1.68130 -0.2 0.0 0.2 0.0440
C 4.82252 -4.27515 2.04222 -0.5 0.0 0.6 -0.3437
O 4.94058 -4.91337 3.04769 0.0 0.1 -0.3 0.2499
C 5.96651 -4.16941 1.00790 0.2 -0.7 -2.2 -0.5229
F 7.06131 -3.72318 1.59462 -0.3 0.3 -0.2 0.2121
F 6.22305 -5.34996 0.43148 0.0 -0.5 1.1 0.1808
F 5.60738 -3.43368 -0.07131 0.2 0.9 1.1 0.1517
H 0.56302 -2.83399 2.46566 0.0 -0.6 0.0 0.0787
H 1.34229 -3.16936 0.86899 -0.2 -0.2 0.1 0.0766
H 1.67599 -1.72849 1.80660 0.5 -0.1 -0.1 0.0419
H 2.27698 -4.53464 2.84659 0.6 -0.1 0.3 0.1367
H 2.80664 -2.87562 3.44166 0.8 -0.7 0.4 0.1338
C -3.02205 1.46390 4.60420 0.7 -0.7 -0.4 -0.0247
C -3.72177 2.23961 3.52360 -0.5 0.0 2.0 -0.1617
O -2.75627 2.49193 2.47996 -0.3 0.3 -3.0 0.1061
C -2.93642 2.11307 1.24399 1.2 0.2 2.7 -0.2545
O -3.72558 1.20551 0.94080 -2.6 -2.3 -1.0 -0.0773
C -1.90500 2.72831 0.22685 -0.5 1.2 -0.1 -0.5587
F -1.84349 4.03244 0.45984 0.3 -0.6 0.2 0.2269
F -0.75026 2.12120 0.37909 0.3 0.0 0.5 0.2197
F -2.29604 2.55988 -1.02498 -0.5 -0.5 -0.1 0.1999
H -2.73899 0.49205 4.18674 0.0 -0.2 0.2 0.0823
H -3.64579 1.28659 5.47784 0.0 0.2 0.0 0.1128
H -2.08623 1.94822 4.87692 -0.2 0.1 0.3 0.0685
H -3.99239 3.21342 3.93017 0.0 0.1 -0.5 0.1418
H -4.62376 1.70548 3.22224 0.1 0.2 -0.7 0.1133
C -4.45700 -0.58682 -5.35945 0.1 0.6 0.3 -0.0210
C -4.76978 -0.84646 -3.90924 0.4 0.9 -0.2 -0.1684
O -5.90730 -1.74955 -3.84219 -0.9 -0.9 1.7 0.1371
C -6.38771 -2.12466 -2.70416 0.6 -0.4 -2.0 -0.2973
O -5.88895 -1.83882 -1.60857 0.7 1.8 3.5 -0.0537
C -7.59120 -3.10706 -2.78771 -1.4 0.0 -1.6 -0.5540
F -7.65180 -3.63907 -3.99422 0.6 -0.2 0.2 0.2269
F -7.49330 -4.05123 -1.87721 0.1 0.3 0.3 0.2211
F -8.73000 -2.40726 -2.65604 0.6 0.1 0.8 0.1967
H -4.08814 -1.37614 -6.01054 -0.1 -0.4 0.5 0.1037
H -3.65777 0.15275 -5.26369 -0.1 0.2 -0.6 0.0987
H -5.34976 -0.16240 -5.81648 0.2 0.2 -0.2 0.1031
H -5.08679 0.08801 -3.43485 -0.3 0.1 -0.2 0.1348
H -3.90473 -1.12302 -3.30338 -0.3 -1.0 -0.1 0.1082
C 0.71979 0.71538 3.93720 -0.1 -0.4 0.1 -0.0422
C 1.45357 2.04338 3.72001 0.1 -0.1 0.3 -0.1434
O 0.54453 3.15875 3.62358 -0.5 0.5 -1.0 0.0107
C -0.07960 3.74254 4.63822 0.0 -0.6 0.4 -0.4044
O -0.12256 3.39101 5.77966 0.2 -0.2 -0.1 0.1831
C -0.90932 4.98700 4.20845 2.0 -0.3 0.9 -0.5451
F -0.50597 6.01288 4.94827 -0.2 0.1 -0.3 0.2027
F -0.69277 5.26888 2.92320 -1.1 0.1 0.1 0.1741
F -2.18038 4.73429 4.53893 -0.5 0.2 -0.9 0.1652
H -0.02663 0.77275 4.72852 0.2 0.2 0.2 0.0674
H 1.35798 -0.13891 4.17105 0.5 0.4 0.3 0.0822
H 0.20358 0.30812 3.06126 -0.1 0.7 -0.4 0.0519
H 1.99268 2.05626 2.77400 -0.2 0.0 -0.1 0.1157
H 2.19813 2.33852 4.45894 -0.2 -0.6 0.4 0.1416
C 7.12534 0.70780 1.33657 -0.2 -1.3 -1.2 -0.0427
C 6.00595 1.63426 1.75902 1.1 0.8 0.3 -0.1619
O 4.80981 1.53046 0.96948 -0.8 0.5 -1.7 0.0406
C 4.02439 0.49305 0.98749 1.3 -0.8 1.0 -0.3963
O 4.12596 -0.39607 1.79853 -1.1 -0.1 -0.5 0.1541
C 3.07854 0.43818 -0.25859 -0.6 -0.1 -0.4 -0.4916
F 3.43585 -0.58518 -1.04230 0.8 0.6 -0.2 0.1746
F 1.78431 0.12897 0.01743 -0.1 0.4 1.0 0.0939
F 3.03680 1.59846 -0.91918 0.3 -0.7 0.1 0.1820
H 7.55825 0.98989 0.37413 -0.3 0.4 0.0 0.0898
H 6.73703 -0.29515 1.13574 0.0 -0.1 0.4 0.0702
H 8.00287 0.59763 1.97034 -0.4 0.3 0.6 0.0959
H 6.34785 2.62606 1.46461 -0.3 0.2 0.6 0.1338
H 5.72526 1.59512 2.80963 0.1 -0.1 0.0 0.1313
```
Positions in Å, forces in eV/Å.

LUMO energy (hartree): -0.55560
Electronic energy (Ha): -3833.22556
Charge: +3
2S+1: 1
HOMO energy (hartree): -0.6065
Energy above the lowest of the compared OMol25 structures with the same formula, charge and spin (kJ/mol): 277.6